Entry 1:
Density functional theory data (wB97M-V/def2-TZVPD) for a cluster of 3 separate species, C38H78BrN2O4S in total at a distorted geometry.

Results
LUMO (alpha / beta), eV: -4.93 / -4.93
Total energy, eV: -132706.7324

```
! wB97M-V def2-TZVPD RIJCOSX def2/J DEFGRID3
* xyz 1 3
C -1.966 -3.050 -1.272
O -1.941 -3.899 -2.420
C -1.582 -3.216 -3.611
C -0.077 -3.414 -4.041
C 0.894 -3.759 -2.865
C 1.370 -2.457 -2.144
C 2.133 -2.715 -0.795
C 3.453 -3.546 -0.943
C 3.741 -4.519 0.253
C 4.365 -3.833 1.507
C 5.836 -3.296 1.317
C 5.906 -1.752 1.664
C 5.164 -1.037 0.472
S 5.244 0.795 0.524
Br 3.877 1.413 2.137
C 4.442 1.322 -1.070
C 5.169 0.746 -2.344
C 4.059 0.380 -3.391
C 4.560 -0.629 -4.475
C 4.921 -2.049 -3.867
C 5.779 -2.804 -4.937
C 5.527 -4.348 -5.022
O 4.339 -4.787 -4.355
C 4.600 -5.955 -3.580
H -1.990 -1.962 -1.505
H -1.073 -3.239 -0.634
H -2.909 -3.280 -0.723
H -1.829 -2.129 -3.604
H -2.206 -3.659 -4.425
H 0.302 -2.545 -4.634
H -0.060 -4.287 -4.739
H 1.777 -4.279 -3.314
H 0.447 -4.490 -2.150
H 1.916 -1.754 -2.820
H 0.438 -1.902 -1.853
H 1.450 -3.211 -0.061
H 2.326 -1.696 -0.361
H 3.337 -4.187 -1.851
H 4.354 -2.921 -1.145
H 2.746 -4.918 0.577
H 4.326 -5.389 -0.118
H 4.428 -4.619 2.300
H 3.716 -3.035 1.944
H 6.243 -3.434 0.289
H 6.526 -3.813 2.015
H 6.960 -1.401 1.761
H 5.318 -1.530 2.585
H 4.084 -1.307 0.559
H 5.618 -1.425 -0.467
H 4.290 2.419 -1.113
H 3.428 0.846 -1.038
H 5.780 1.572 -2.775
H 5.871 -0.086 -2.142
H 3.753 1.336 -3.879
H 3.134 -0.039 -2.931
H 3.787 -0.826 -5.256
H 5.448 -0.228 -5.027
H 5.505 -1.968 -2.924
H 3.950 -2.524 -3.628
H 5.553 -2.369 -5.936
H 6.850 -2.605 -4.695
H 5.405 -4.614 -6.104
H 6.385 -4.956 -4.643
H 5.348 -5.729 -2.776
H 3.678 -6.292 -3.057
H 4.956 -6.791 -4.219
C -3.254 1.680 -2.026
C -3.167 1.566 -0.481
C -3.051 2.963 0.159
C -1.659 3.583 0.085
C -0.598 2.599 0.566
C -0.671 1.258 -0.177
N -2.031 0.667 -0.131
O -2.227 0.204 1.089
C -0.214 1.468 -1.636
C 0.380 0.298 0.402
C -4.531 0.987 -0.057
H -2.751 0.846 -2.521
H -4.286 1.651 -2.377
H -2.827 2.612 -2.402
H -3.332 2.899 1.216
H -3.770 3.641 -0.306
H -1.441 3.917 -0.934
H -1.629 4.481 0.707
H 0.395 3.044 0.443
H -0.725 2.438 1.642
H -0.295 0.541 -2.210
H 0.834 1.781 -1.665
H -0.766 2.241 -2.164
H 0.253 0.127 1.472
H 1.387 0.703 0.270
H 0.347 -0.670 -0.104
H -4.671 -0.023 -0.451
H -5.340 1.611 -0.439
H -4.651 0.955 1.026
C -4.043 5.272 5.308
C -5.007 4.907 4.149
C -6.378 5.582 4.353
C -7.278 4.893 5.374
C -7.368 3.396 5.101
C -5.984 2.736 5.021
N -5.095 3.424 4.048
O -5.509 3.120 2.833
C -5.351 2.724 6.428
C -6.153 1.246 4.680
C -4.370 5.544 2.899
H -3.377 4.443 5.555
H -3.391 6.107 5.047
H -4.573 5.569 6.215
H -6.913 5.604 3.398
H -6.233 6.625 4.647
H -6.918 5.079 6.390
H -8.278 5.331 5.327
H -7.965 2.919 5.882
H -7.913 3.238 4.165
H -4.344 2.300 6.400
H -5.946 2.109 7.106
H -5.292 3.704 6.894
H -6.689 1.087 3.744
H -6.726 0.741 5.460
H -5.183 0.748 4.608
H -3.402 5.089 2.673
H -4.209 6.612 3.060
H -5.006 5.457 2.017
*
```

=====

Entry 2:
Density functional theory data (wB97M-V/def2-TZVPD) for a cluster of 7 separate species, C38H80ClFINO17 in total at a distorted geometry.

Results
LUMO, eV: -0.22
Total energy, eV: -100332.7418
SMILES string: CC(=O)OCCC[C@H]1[NH2+][C@H](C(=O)[O-])[C@H](Cl)[C@@]1(CC(=O)I)[C@H](C)F.COCCOC.COCCOC.COCCOC.COCCOC.COCCOC.COCCOC

```
! wB97M-V def2-TZVPD RIJCOSX def2/J DEFGRID3
* xyz 0 1
C 4.141 -2.439 2.268
C 3.253 -1.934 1.139
O 3.612 -0.978 0.504
O 2.035 -2.493 0.833
C 1.298 -2.838 2.020
C -0.110 -3.262 1.611
C -1.088 -2.078 1.384
C -1.994 -1.719 2.588
N -2.305 -2.806 3.558
C -1.299 -2.700 4.617
C -1.867 -3.253 5.935
O -3.108 -3.131 6.093
O -1.103 -3.792 6.706
C -0.840 -1.164 4.612
Cl -1.070 -0.600 6.305
C -1.669 -0.454 3.481
C -3.090 0.041 3.847
C -3.140 1.399 4.552
O -2.318 1.881 5.245
I -5.004 2.505 4.209
C -0.800 0.622 2.829
C -1.432 1.206 1.534
F 0.487 0.157 2.581
H 5.173 -2.534 1.936
H 4.044 -1.715 3.084
H 3.838 -3.404 2.685
H 1.784 -3.727 2.451
H 1.338 -2.067 2.795
H -0.480 -4.000 2.326
H -0.010 -3.777 0.649
H -1.772 -2.423 0.598
H -0.573 -1.220 0.953
H -2.971 -1.597 2.101
H -3.269 -2.677 3.893
H -2.344 -3.753 3.161
H -0.399 -3.260 4.356
H 0.235 -1.256 4.501
H -3.631 -0.683 4.476
H -3.702 0.147 2.947
H -0.667 1.474 3.498
H -1.725 2.241 1.742
H -0.674 1.232 0.749
H -2.350 0.693 1.239
C -3.035 4.181 -0.242
O -3.763 2.964 -0.207
C -5.034 3.099 0.420
C -6.152 3.152 -0.600
O -6.100 4.348 -1.364
C -5.564 4.148 -2.661
H -2.171 4.038 -0.890
H -3.639 5.001 -0.638
H -2.682 4.439 0.763
H -5.057 3.978 1.069
H -5.173 2.214 1.048
H -7.110 3.154 -0.070
H -6.127 2.271 -1.249
H -6.281 3.606 -3.287
H -4.618 3.601 -2.627
H -5.387 5.127 -3.103
C 8.080 0.729 -2.361
O 7.355 -0.483 -2.250
C 6.171 -0.347 -1.472
C 4.942 -0.280 -2.356
O 4.917 0.928 -3.112
C 5.302 0.737 -4.462
H 8.858 0.587 -3.111
H 7.438 1.556 -2.674
H 8.555 0.975 -1.405
H 6.229 0.527 -0.817
H 6.100 -1.237 -0.839
H 4.054 -0.277 -1.723
H 4.886 -1.154 -3.012
H 4.514 0.206 -5.008
H 6.240 0.182 -4.539
H 5.437 1.719 -4.914
C 1.974 5.535 -3.995
O 2.146 4.583 -2.961
C 3.486 4.107 -2.866
C 4.219 4.751 -1.710
O 4.437 6.138 -1.939
C 3.539 6.962 -1.215
H 0.985 5.978 -3.882
H 2.723 6.329 -3.941
H 2.029 5.044 -4.973
H 4.025 4.268 -3.805
H 3.432 3.030 -2.690
H 5.205 4.285 -1.617
H 3.678 4.591 -0.772
H 3.792 6.948 -0.150
H 2.502 6.646 -1.352
H 3.645 7.981 -1.584
C 0.154 13.062 -0.299
O 1.046 13.244 -1.385
C 2.341 12.717 -1.129
C 2.550 11.395 -1.835
O 1.728 10.375 -1.283
C 0.599 10.091 -2.091
H -0.847 13.321 -0.641
H 0.149 12.026 0.049
H 0.425 13.726 0.528
H 2.515 12.613 -0.054
H 3.063 13.442 -1.520
H 3.589 11.080 -1.690
H 2.375 11.497 -2.910
H 0.908 9.558 -2.997
H 0.060 11.000 -2.366
H -0.068 9.447 -1.519
C -2.635 -6.826 2.258
O -2.948 -5.749 1.381
C -2.543 -6.008 0.037
C -3.723 -6.396 -0.828
O -4.240 -7.661 -0.447
C -5.436 -7.565 0.311
H -3.132 -6.641 3.211
H -2.983 -7.781 1.861
H -1.554 -6.873 2.429
H -1.768 -6.779 0.004
H -2.113 -5.079 -0.351
H -3.381 -6.488 -1.863
H -4.502 -5.628 -0.797
H -6.267 -7.261 -0.334
H -5.334 -6.858 1.137
H -5.654 -8.551 0.718
C -2.155 -10.323 0.008
O -0.982 -9.582 -0.295
C 0.211 -10.328 -0.093
C 0.787 -10.815 -1.406
O -0.049 -11.793 -2.008
C -0.819 -11.274 -3.079
H -3.012 -9.751 -0.343
H -2.157 -11.298 -0.483
H -2.243 -10.457 1.092
H 0.036 -11.166 0.587
H 0.934 -9.654 0.379
H 1.751 -11.296 -1.210
H 0.960 -9.976 -2.087
H -0.177 -11.078 -3.944
H -1.342 -10.358 -2.793
H -1.555 -12.027 -3.355
*
```

=====

Entry 3:
Density functional theory data (wB97M-V/def2-TZVPD) for a cluster of 7 separate species, C38H80F6O19 in total at a distorted geometry.

Results
LUMO, eV: 0.51
Total energy, eV: -95896.9803
Energy above the lowest of the compared OMol25 structures with the same formula, charge and spin, kJ/mol: 498.2
SMILES string: CCOC(=O)C(F)(F)F.CCOC(=O)C(F)(F)F.COCCOCCOC.COCCOCCOC.COCCOCCOC.COCCOCCOC.COCCOCCOC

```
! wB97M-V def2-TZVPD RIJCOSX def2/J DEFGRID3
* xyz 0 1
C 12.500 23.474 11.157
C 13.191 23.000 9.826
O 13.473 21.595 9.806
C 12.520 20.640 9.802
O 11.335 20.807 9.857
C 13.210 19.249 9.616
F 14.534 19.259 9.573
F 12.828 18.467 10.658
F 12.750 18.576 8.566
H 12.849 23.112 12.124
H 11.420 23.324 11.130
H 12.528 24.564 11.157
H 14.095 23.542 9.548
H 12.551 23.307 8.999
C 22.777 15.831 10.903
C 22.100 17.204 10.558
O 20.806 17.116 10.042
C 20.487 16.682 8.820
O 21.297 16.190 7.999
C 18.958 16.890 8.411
F 18.325 17.638 9.317
F 18.914 17.523 7.197
F 18.335 15.742 8.156
H 22.268 15.370 11.749
H 23.815 15.914 11.228
H 22.759 15.041 10.152
H 22.843 17.720 9.951
H 22.228 17.954 11.339
C 23.482 18.140 14.238
O 23.003 19.425 13.863
C 23.917 20.518 13.682
C 23.427 21.269 12.425
O 24.462 22.174 11.920
C 24.262 22.792 10.645
C 23.129 23.800 10.706
O 21.762 23.273 10.663
C 20.697 24.229 10.969
H 22.722 17.361 14.295
H 23.892 18.136 15.248
H 24.234 17.772 13.540
H 24.945 20.181 13.552
H 23.943 20.999 14.659
H 22.497 21.759 12.713
H 23.198 20.593 11.601
H 24.000 21.996 9.948
H 25.160 23.243 10.226
H 23.234 24.358 9.775
H 23.251 24.375 11.623
H 19.767 23.688 10.796
H 20.571 25.109 10.339
H 20.737 24.588 11.997
C 18.210 13.266 15.893
O 19.449 13.843 15.313
C 20.706 13.183 15.529
C 20.798 11.777 14.710
O 20.105 10.799 15.395
C 20.769 9.897 16.316
C 19.773 9.131 17.188
O 19.466 9.933 18.366
C 18.191 10.462 18.307
H 17.466 14.042 15.709
H 18.282 13.263 16.981
H 17.908 12.283 15.531
H 21.070 13.165 16.556
H 21.339 13.949 15.083
H 21.816 11.581 14.374
H 20.236 12.000 13.803
H 21.523 10.403 16.918
H 21.314 9.094 15.821
H 20.186 8.224 17.629
H 18.875 8.814 16.657
H 17.993 11.365 18.885
H 17.528 9.643 18.589
H 17.854 10.632 17.285
C 17.377 15.679 12.151
O 17.313 16.937 12.765
C 18.224 17.145 13.851
C 18.160 18.583 14.447
O 18.313 19.701 13.699
C 18.024 19.709 12.298
C 18.216 21.155 11.718
O 17.672 21.426 10.453
C 16.278 21.780 10.476
H 16.654 15.573 11.342
H 17.109 14.837 12.790
H 18.361 15.498 11.719
H 19.248 16.898 13.568
H 17.940 16.425 14.618
H 18.979 18.757 15.145
H 17.385 18.623 15.212
H 17.027 19.370 12.018
H 18.599 18.988 11.718
H 19.288 21.247 11.544
H 17.789 21.901 12.388
H 16.101 22.841 10.650
H 15.876 21.146 11.266
H 15.843 21.530 9.509
C 14.914 27.363 0.683
O 14.198 26.487 1.569
C 13.631 25.388 0.918
C 12.857 24.430 1.937
O 13.537 23.583 2.832
C 14.305 24.268 3.862
C 14.694 23.028 4.829
O 15.677 23.413 5.826
C 16.006 22.505 6.858
H 15.394 28.213 1.169
H 14.106 27.826 0.117
H 15.469 26.869 -0.114
H 14.454 24.853 0.446
H 12.885 25.730 0.201
H 12.323 23.698 1.330
H 12.080 24.962 2.485
H 13.663 25.028 4.308
H 15.111 24.836 3.396
H 15.137 22.201 4.274
H 13.724 22.739 5.235
H 16.317 22.979 7.789
H 16.841 21.960 6.416
H 15.152 21.838 6.970
C 14.995 16.560 15.678
O 13.896 16.308 14.818
C 13.811 17.124 13.618
C 12.994 18.403 14.058
O 13.780 19.242 14.936
C 13.001 20.202 15.502
C 13.965 20.983 16.452
O 14.703 22.078 15.916
C 15.754 21.588 15.020
H 15.947 16.218 15.273
H 14.890 16.062 16.642
H 15.059 17.571 16.082
H 13.360 16.523 12.829
H 14.817 17.442 13.346
H 12.152 18.003 14.623
H 12.701 18.917 13.143
H 12.139 19.787 16.024
H 12.604 20.856 14.725
H 14.622 20.166 16.751
H 13.352 21.201 17.326
H 16.472 20.917 15.492
H 16.347 22.417 14.636
H 15.302 21.220 14.099
*
```